[1]
C14H18N4O4 | ωB97M-V/def2-TZVPD

Structure (XYZ):
```
40
C14H18N4O4 | the Open Molecules 2025 dataset | ωB97M-V/def2-TZVPD
C -0.28725 -0.86264 -2.96468
O -1.20324 -0.40727 -1.99678
C -0.73309 -0.00732 -0.79064
C 0.60468 -0.05087 -0.42134
C 1.01695 0.40144 0.82566
C 2.48835 0.42313 1.19398
C 3.12206 1.76890 0.77390
C 2.55566 2.25880 -0.54421
O 2.84392 1.83691 -1.63191
O 1.67386 3.23625 -0.35528
N 3.19809 -0.69765 0.63771
C 3.75988 -0.91189 -0.57493
N 4.23966 -2.12845 -0.59292
N 3.97090 -2.65186 0.59707
N 3.35997 -1.82799 1.33582
C 0.08504 0.90723 1.71453
C -1.25208 0.95496 1.35814
C -1.68215 0.49708 0.12352
O -2.99532 0.61497 -0.26011
C -3.90328 -0.41467 0.13725
C -4.16167 -0.41829 1.64422
C -3.45876 -1.79508 -0.33997
H 0.45787 -0.09853 -3.20695
H 0.22058 -1.77680 -2.64036
H -0.88190 -1.07837 -3.85076
H 1.33495 -0.43906 -1.11343
H 2.58465 0.31046 2.28008
H 2.88946 2.51639 1.53105
H 4.20422 1.65779 0.68558
H 1.28570 3.53171 -1.19477
H 3.80895 -0.19536 -1.36654
H 0.39780 1.27059 2.68126
H -1.97680 1.36980 2.04027
H -4.82325 -0.12691 -0.38471
H -4.97764 -1.09996 1.86875
H -3.27652 -0.74699 2.18474
H -4.43747 0.57755 1.98273
H -2.56225 -2.10973 0.19180
H -3.24308 -1.76927 -1.40430
H -4.24740 -2.51897 -0.15345
```

Summary:
Molecular weight in g mol⁻¹: 306.32
Energy above the lowest of the compared OMol25 structures with the same formula, charge and spin in kJ/mol: 230.3
HOMO energy in eV: -8.742
Spin multiplicity: 1
SMILES: COc1cc([C@H](CC(=O)O)n2cnnn2)ccc1OC(C)C

***

[2]
C5H10O2 | ωB97M-V/def2-TZVPD

Structure (XYZ):
```
17
C5H10O2 | the Open Molecules 2025 dataset | ωB97M-V/def2-TZVPD
C 0.88993 -1.77234 -0.91584
C -0.18603 -0.85414 -0.42166
C -0.52915 -1.24054 1.04092
C -0.50601 0.32131 -1.00440
O -1.50831 1.12339 -0.72005
H 0.67122 -2.77873 -0.56686
H 1.74421 -1.40712 -0.32351
H 1.10758 -1.70784 -1.96096
H -1.06865 -0.41775 1.44296
H -1.01470 -2.24322 1.07530
H 0.42434 -1.55394 1.55715
H -0.00265 0.62688 -1.91510
H -1.71613 1.25599 0.27527
C 0.40545 2.64608 0.57911
O 0.87647 1.50494 0.61565
H 0.67182 3.47692 -0.10774
H -0.25938 3.02011 1.34977
```

Summary:
Molecular weight in g mol⁻¹: 102.13
Energy above the lowest of the compared OMol25 structures with the same formula, charge and spin in kJ/mol: 353.1
HOMO energy in eV: -7.933
Spin multiplicity: 1
SMILES: CC(C)=CO.C=O

***

[3]
C3H3I2N | ωB97M-V/def2-TZVPD

Structure (XYZ):
```
9
C3H3I2N | the Open Molecules 2025 dataset | ωB97M-V/def2-TZVPD
C 0.44081 -0.77734 0.20392
C -0.08647 0.40937 -0.09515
C 0.66014 1.37320 -0.73068
N 1.44075 2.05084 -1.22325
H -0.10127 -1.59103 0.62816
H 1.40854 -1.13871 0.04057
H -1.12902 0.55117 0.13093
I -3.94112 -1.00654 -0.23726
I -4.72362 1.49458 0.20693
```

Summary:
Molecular weight in g mol⁻¹: 306.87
Energy above the lowest of the compared OMol25 structures with the same formula, charge and spin in kJ/mol: 13.7
HOMO energy in eV: -9.726
Spin multiplicity: 1
SMILES: C=CC#N.II

***

[4]
C6H4O | ωB97M-V/def2-TZVPD

Structure (XYZ):
```
11
C6H4O | the Open Molecules 2025 dataset | ωB97M-V/def2-TZVPD
C -0.26791 3.09569 1.33528
C -0.04398 1.85070 1.22898
C 0.10868 0.64961 0.64677
C -0.82627 0.02376 -0.33930
C -0.12711 -1.25121 -0.70073
C 1.07036 -1.19889 -0.13228
O 1.24210 -0.06583 0.66788
H -0.69658 0.79371 -1.11160
H -1.88825 -0.01021 -0.08996
H -0.51250 -2.05143 -1.31970
H 1.94147 -1.83590 -0.18532
```

Summary:
Molecular weight in g mol⁻¹: 92.10
Energy above the lowest of the compared OMol25 structures with the same formula, charge and spin in kJ/mol: 332.9
HOMO energy in eV: -9.615
Spin multiplicity: 1

***

[5]
C3H5BO2 | ωB97M-V/def2-TZVPD

Structure (XYZ):
```
11
C3H5BO2 | the Open Molecules 2025 dataset | ωB97M-V/def2-TZVPD
B -0.31161 -1.00906 -0.50033
C 0.45197 -0.44274 0.81502
C 0.58496 0.85324 0.83203
C -0.10705 1.60202 -0.16995
O -0.87997 -0.00090 -1.18531
O -0.29918 -2.29999 -0.65256
H 0.86216 -0.97702 1.63262
H 1.09843 1.33442 1.57684
H -1.12343 2.04781 -0.00435
H 0.41348 1.75216 -1.01284
H -0.68976 -2.85993 -1.33117
```

Summary:
Molecular weight in g mol⁻¹: 83.88
Energy above the lowest of the compared OMol25 structures with the same formula, charge and spin in kJ/mol: 194.7
HOMO energy in eV: -9.877
Spin multiplicity: 1

***

[6]
C50H40BrClF4N2P3PbS2 | ωB97M-V/def2-TZVPD

Structure (XYZ):
```
104
C50H40BrClF4N2P3PbS2 | the Open Molecules 2025 dataset | ωB97M-V/def2-TZVPD
Pb -0.14139 -1.50512 -0.99017
S -2.37211 -1.57799 -2.51562
P -2.79547 -0.14704 -1.14053
C -1.55122 -0.10129 0.11558
P -1.84644 -1.19369 1.47266
S -1.89647 -3.11165 0.94323
C -3.31092 -0.62566 2.35989
C -3.39740 0.71839 2.72365
C -4.44448 1.14840 3.51743
C -5.40255 0.24130 3.95552
C -5.31434 -1.09425 3.59787
C -4.26472 -1.53265 2.80037
C -0.56496 -0.94257 2.72600
C 0.34275 0.10199 2.65807
C 1.26198 0.29055 3.68701
C 1.28089 -0.57109 4.76931
C 0.37023 -1.62086 4.83626
C -0.55220 -1.80189 3.82543
C -2.88089 1.47416 -1.92311
C -3.60300 1.60532 -3.10958
C -3.76914 2.84820 -3.68620
C -3.22710 3.97317 -3.07311
C -2.50840 3.84569 -1.89717
C -2.32063 2.59331 -1.32216
C -4.47146 -0.45346 -0.55490
C -5.24804 0.60341 -0.08245
C -6.53507 0.36738 0.36698
C -7.05430 -0.91998 0.33582
C -6.28787 -1.97206 -0.14180
C -4.99493 -1.74391 -0.58386
H -2.63859 1.41923 2.39559
H -4.51264 2.18953 3.80222
H -6.21888 0.57835 4.58044
H -6.05879 -1.79964 3.94065
H -4.18767 -2.57391 2.51290
H 0.28346 0.78522 1.81647
H 1.96441 1.11340 3.64995
H 1.99378 -0.42248 5.56929
H 0.37876 -2.29152 5.68416
H -1.25748 -2.62254 3.88166
H -4.03536 0.73010 -3.58078
H -4.32562 2.94679 -4.60745
H -3.37051 4.94960 -3.51601
H -2.09325 4.72033 -1.41907
H -1.75051 2.48282 -0.40733
H -4.85163 1.61159 -0.07529
H -7.13614 1.18799 0.73321
H -8.06317 -1.10152 0.68121
H -6.69648 -2.97212 -0.17328
H -4.39392 -2.56051 -0.96016
F 5.93237 -0.37475 4.44159
C 5.13439 -0.11244 3.41844
C 5.11899 1.14941 2.85217
F 5.91489 2.10072 3.32040
C 4.27396 1.40130 1.78041
F 4.33937 2.62315 1.24474
C 3.41719 0.44165 1.26593
P 2.33801 0.75501 -0.16930
C 3.61524 0.79986 -1.47563
C 4.36216 1.92516 -1.82094
C 5.37264 1.82885 -2.76384
C 5.65689 0.60908 -3.36327
C 4.92895 -0.51880 -3.01626
C 3.91281 -0.42130 -2.07755
C 1.77862 2.47978 -0.01266
C 1.46809 3.04824 1.21991
C 0.96145 4.33418 1.29876
C 0.76429 5.07772 0.14389
C 1.06164 4.51956 -1.08922
C 1.55016 3.22503 -1.16806
C 3.47589 -0.83424 1.83301
Br 2.45230 -2.30132 1.21770
C 4.31844 -1.10761 2.89358
F 4.37551 -2.31453 3.44866
H 4.15679 2.87874 -1.35259
H 5.94673 2.70636 -3.02469
H 6.44770 0.53854 -4.09753
H 5.14746 -1.47169 -3.47782
H 3.36260 -1.31387 -1.79405
H 1.64468 2.50179 2.13530
H 0.73806 4.76317 2.26580
H 0.38968 6.09008 0.20686
H 0.91794 5.08959 -1.99653
H 1.79103 2.82495 -2.14577
N -0.21548 0.31033 -4.02614
N 0.65132 0.02059 -2.92670
H 0.31875 0.39034 -4.88353
H -0.90608 -0.42921 -4.10439
H 0.90967 0.90916 -2.50545
H 1.51372 -0.43491 -3.22720
Cl 2.32736 -2.72939 -4.25902
C 2.70208 -3.71247 -2.86469
C 3.97605 -4.24054 -2.75232
C 4.28076 -5.05625 -1.67363
C 3.31024 -5.35120 -0.72480
C 2.04181 -4.81641 -0.85278
C 1.71314 -3.97622 -1.91956
C 0.35147 -3.43537 -2.02391
H 4.71334 -4.02672 -3.51292
H 5.27305 -5.47500 -1.58761
H 3.54249 -5.99691 0.10996
H 1.27899 -5.04365 -0.11753
H -0.39691 -3.98315 -1.46005
H 0.01723 -3.13123 -3.00792
```

Summary:
Molecular weight in g mol⁻¹: 1224.49
Energy above the lowest of the compared OMol25 structures with the same formula, charge and spin in kJ/mol: 70.7
HOMO energy in eV: -10.446
Spin multiplicity: 1
Charge: +1

***

- What is the formula in the fourth record?
  C6H4O

***

Copy entry 5 word for word.
C3H5BO2 | ωB97M-V/def2-TZVPD

Structure (XYZ):
```
11
C3H5BO2 | the Open Molecules 2025 dataset | ωB97M-V/def2-TZVPD
B -0.31161 -1.00906 -0.50033
C 0.45197 -0.44274 0.81502
C 0.58496 0.85324 0.83203
C -0.10705 1.60202 -0.16995
O -0.87997 -0.00090 -1.18531
O -0.29918 -2.29999 -0.65256
H 0.86216 -0.97702 1.63262
H 1.09843 1.33442 1.57684
H -1.12343 2.04781 -0.00435
H 0.41348 1.75216 -1.01284
H -0.68976 -2.85993 -1.33117
```

Summary:
Molecular weight in g mol⁻¹: 83.88
Energy above the lowest of the compared OMol25 structures with the same formula, charge and spin in kJ/mol: 194.7
HOMO energy in eV: -9.877
Spin multiplicity: 1

***

- Which value of molecular weight does entry 1 give?
  306.32 g mol⁻¹